Below is a structure of composition C4H8N2O, with properties calculated with ωB97M-V with the def2-TZVPD basis set.

The LUMO energy comes out at 0.034 Eh. The value obtained for the max |F| is 0.56 eV/Å. The calculation puts the relative energy (zero: lowest compared OMol25 entry of this formula, charge and spin) at 41.0 kcal per mole. The calculation puts the highest occupied orbital energy at -9.74 eV. As for the frontier orbital gap: 10.67 eV.

Last column: Mulliken charge in e.
Geometry (Å):
C 0.0550 -1.6892 -0.7005  -1.22
C -0.6737 -0.3647 -0.7904  0.19
O -1.5992 -0.2401 0.3422  -0.44
C -0.7772 0.6793 0.9360  0.30
N -0.6960 1.0763 2.1241  -0.67
C 0.0780 0.9006 -0.2859  0.04
N 1.5047 0.8967 -0.1388  -0.60
H 0.8467 -1.6108 0.0505  0.29
H 0.5217 -1.9669 -1.6487  0.33
H -0.6260 -2.4970 -0.4057  0.32
H -1.1761 -0.1645 -1.7348  0.38
H -1.3954 0.6122 2.7043  0.28
H -0.2790 1.7806 -0.8373  0.32
H 1.9311 1.6997 -0.5844  0.24
H 1.7581 0.9013 0.8432  0.25


Below is the molecule C16H12N4O in a non-equilibrium geometry, with properties calculated with ωB97M-V with the def2-TZVPD basis set.

The LUMO energy comes out at -0.012 Eh. The value obtained for the max |F| is 1.29 eV/Å. The calculation puts the relative energy (zero: lowest compared OMol25 entry of this formula, charge and spin) at 9.1 kcal per mole. The calculation puts the highest occupied orbital energy at -8.34 eV. As for the frontier orbital gap: 8.00 eV. As for the SMILES: COc1ccc2c(c1)CCc1cn3ncc(C#N)c3nc1-2.

Last column: Mulliken charge in e.
Geometry (Å):
C -5.4370 -0.7711 0.1695  -0.82
O -4.3681 -1.6493 -0.0908  -0.46
C -3.1015 -1.1687 -0.0703  0.83
C -2.0915 -2.1014 -0.3333  -0.74
C -0.7750 -1.7127 -0.3385  -0.84
C -0.4263 -0.3826 -0.0903  0.12
C -1.4302 0.5529 0.1802  0.12
C -2.7567 0.1551 0.1899  -0.26
C -1.0457 1.9681 0.5081  -1.18
C 0.1510 2.4076 -0.3337  -1.20
C 1.2747 1.4293 -0.1822  0.49
C 2.5850 1.8029 -0.1642  -0.43
N 3.5305 0.8439 -0.0716  1.01
N 4.8464 1.0129 -0.0383  -1.73
C 5.3643 -0.2008 0.0387  -0.27
C 4.3783 -1.2015 0.0583  -0.29
C 4.5687 -2.5832 0.1329  0.14
N 4.7517 -3.7145 0.1924  -0.56
C 3.1648 -0.4991 -0.0140  0.71
N 1.9016 -0.8863 -0.0232  -0.67
C 0.9649 0.0346 -0.0954  1.28
H -6.3388 -1.3771 0.1005  0.24
H -5.3677 -0.3401 1.1732  0.33
H -5.4854 0.0336 -0.5711  0.33
H -2.3771 -3.1225 -0.5278  0.46
H 0.0136 -2.4212 -0.5356  0.53
H -3.5157 0.8910 0.4075  0.44
H -0.7798 2.0223 1.5694  0.34
H -1.8885 2.6407 0.3427  0.39
H -0.1465 2.4356 -1.3875  0.31
H 0.4781 3.4091 -0.0499  0.41
H 2.9300 2.8246 -0.2247  0.47
H 6.4277 -0.3320 0.0790  0.52


Below is a structure of composition C4H6InO4 in a non-equilibrium geometry, with properties calculated with ωB97M-V with the def2-TZVPD basis set.

The LUMO energy comes out at -0.364 Eh. The value obtained for the max |F| is 3.69 eV/Å. The calculation puts the relative energy (zero: lowest compared OMol25 entry of this formula, charge and spin) at 72.9 kcal per mole. The calculation puts the highest occupied orbital energy at -13.59 eV. As for the frontier orbital gap: 3.69 eV. As for the charge: +1.

Last column: Mulliken charge in e.
Geometry (Å):
In -1.6534 -0.2006 -0.2410  1.23
C 0.0847 -4.4181 -0.0892  -0.96
C -0.3359 -3.0240 -0.4033  1.03
O 0.1117 -2.0041 0.2696  -0.64
O -1.2469 -2.7849 -1.2188  -0.62
H 0.6937 -4.9244 -0.8361  0.30
H -0.8380 -4.9895 0.0520  0.29
H 0.5693 -4.7003 0.8469  0.35
C 0.9676 4.1132 -0.0039  -0.66
C -0.4590 3.5493 0.4436  0.58
O -1.0807 4.3847 1.0532  -0.33
O -0.6950 2.3451 0.2040  -0.46
H 0.9946 5.1465 0.3187  0.31
H 1.1870 3.8798 -1.0401  0.30
H 1.7002 3.6271 0.6443  0.28


Below is the ion C6H11N with charge +1 in a non-equilibrium geometry, with properties calculated with ωB97M-V with the def2-TZVPD basis set.

The LUMO energy (alpha / beta) comes out at -0.154 / -0.228 Eh. Its spin multiplicity is 2. The value obtained for the max |F| is 2.35 eV/Å. The calculation puts the relative energy (zero: lowest compared OMol25 entry of this formula, charge and spin) at 15.2 kcal per mole. The calculation puts the highest occupied orbital energy (alpha / beta) at -12.72 / -14.45 eV. As for the frontier orbital gap (alpha / beta): 8.54 / 8.25 eV. As for the charge: +1.

Last column: Mulliken charge in e.
Geometry (Å):
C 3.0813 -1.7545 0.7096  -0.78
N 2.1528 -0.6346 0.8012  -0.13
C 0.9518 -0.7064 0.2095  0.21
C -0.0570 0.2476 0.3221  -0.38
C -1.1264 0.2518 -0.6002  -0.17
C -1.8521 1.4299 -0.7192  -0.16
C -3.3208 1.4241 -0.8599  -1.05
H 3.4253 -2.0532 1.7046  0.33
H 2.5793 -2.6406 0.3210  0.31
H 3.9806 -1.4986 0.1539  0.28
H 2.0259 -0.2179 1.7252  0.32
H 0.7649 -1.5777 -0.4188  0.25
H 0.1950 0.9611 1.1071  0.29
H -1.3300 -0.5504 -1.2938  0.34
H -1.3158 2.2936 -0.3454  0.37
H -3.7641 1.3465 0.1501  0.30
H -3.7129 0.5015 -1.3031  0.34
H -3.8030 2.2621 -1.3517  0.35


Below is a structure of composition C19H32IrNO3P2 in a non-equilibrium geometry, with properties calculated with ωB97M-V with the def2-TZVPD basis set.

The LUMO energy (alpha / beta) comes out at 0.013 / -0.079 Eh. Its spin multiplicity is 5. The value obtained for the max |F| is 4.21 eV/Å. The calculation puts the relative energy (zero: lowest compared OMol25 entry of this formula, charge and spin) at 0.0 kcal per mole. The calculation puts the highest occupied orbital energy (alpha / beta) at -3.38 / -7.81 eV. As for the frontier orbital gap (alpha / beta): 3.74 / 5.67 eV.

Last column: Mulliken charge in e.
Geometry (Å):
C -0.6621 3.7477 -1.6067  -1.09
C -0.7596 2.3955 -1.2023  1.47
N 0.1630 1.9294 -0.2594  0.21
C 1.0276 2.7727 0.3548  0.49
C 1.0239 4.1351 0.0526  -0.62
C 0.1862 4.6272 -0.9574  -0.88
C -1.7816 1.5650 -1.5895  -2.18
P -1.9590 -0.0422 -0.7179  1.12
Ir 0.0958 -0.1947 0.2094  1.27
P 2.0679 0.3666 1.2233  0.83
C 1.9477 2.1695 1.4317  -1.32
C 0.0866 -2.2470 0.4898  0.90
C -0.9948 -2.8869 1.0823  -0.03
C -0.9587 -4.2799 1.2366  -1.07
C 0.1572 -5.0087 0.8040  -0.21
C 1.2391 -4.3473 0.2141  -0.99
C 1.2044 -2.9533 0.0534  -0.34
O -0.6716 0.4893 -4.2903  -0.83
O 0.7912 -1.3462 -2.8865  -0.65
H -1.3040 4.0751 -2.4167  0.47
H 1.6805 4.7694 0.6492  0.47
H 0.1897 5.6935 -1.1745  0.37
C -3.4720 0.3913 0.2243  -1.45
C -2.5083 -1.4330 -1.7763  -1.16
H 2.9372 2.6348 1.3526  0.63
H 1.5267 2.4201 2.4157  0.35
H -1.0652 0.9029 -3.5180  0.35
H -2.5197 1.8977 -2.3297  0.41
C 2.5385 -0.3760 2.8092  -1.29
C 3.5414 0.1813 0.1479  -1.27
H -1.8331 -2.3046 1.4370  0.37
H -1.8081 -4.7539 1.7174  0.36
H 0.1605 -6.0976 0.9401  0.38
H 2.1034 -4.9219 -0.1095  0.39
H 2.0698 -2.4562 -0.3729  0.21
H 0.5939 -0.7485 -1.4370  -0.82
H 0.3872 -2.2882 -2.9871  0.41
H 0.1581 -0.9022 -3.4345  0.34
H 0.0560 1.1166 -4.5096  0.34
H 1.2547 -0.3507 -0.9366  0.36
H -4.3212 0.4945 -0.4697  0.50
H -3.6631 -0.4083 0.9486  0.34
H -3.3261 1.3501 0.7388  0.40
H -3.4007 -1.1551 -2.3633  0.47
H -1.7163 -1.7777 -2.4663  0.19
H -2.7724 -2.2700 -1.1057  0.35
H 4.4026 0.6856 0.6212  0.48
H 3.7544 -0.8904 0.0094  0.33
H 3.3320 0.6357 -0.8328  0.39
H 3.4234 0.1415 3.2246  0.43
H 1.6869 -0.3188 3.5060  0.36
H 2.7759 -1.4381 2.6320  0.34
C -1.2997 1.5200 2.4374  -1.76
C -0.7103 0.1771 2.1516  0.49
O -0.6853 -0.6637 3.0239  -0.54
H -2.3170 1.3758 2.8422  0.39
H -1.3603 2.1688 1.5607  0.25
H -0.6926 2.0314 3.2087  0.28


Below is a cluster of 2 separate species, C4H8N2Si in total in a non-equilibrium geometry, with properties calculated with ωB97M-V with the def2-TZVPD basis set.

The LUMO energy comes out at -0.029 Eh. The value obtained for the max |F| is 4.22 eV/Å. The calculation puts the relative energy (zero: lowest compared OMol25 entry of this formula, charge and spin) at 33.6 kcal per mole. The calculation puts the highest occupied orbital energy at -9.13 eV. As for the frontier orbital gap: 8.35 eV.

Last column: Mulliken charge in e.
Geometry (Å):
C -3.6912 -1.4132 -0.4605  -0.27
C -2.6065 -0.6779 -0.8745  -0.52
C -3.7279 0.3790 0.7005  0.04
C 3.3913 -0.0825 0.0663  -0.85
N -4.3627 -0.6830 0.5657  -0.57
N -2.5913 0.4711 -0.1121  0.21
Si -1.5806 1.8760 -0.2820  -0.06
H -4.2005 -2.3583 -0.6356  0.39
H -1.8647 -0.8100 -1.5307  0.47
H -4.1291 1.0559 1.4336  0.39
H 4.4522 0.1231 0.2553  0.24
H 3.1902 -0.9954 -0.6453  0.19
H 2.7828 0.8017 -0.2333  0.19
H -2.2252 2.5943 0.6704  -0.09
H 2.9594 -0.3145 1.0495  0.23